w | DFT (ωB97M-V/def2-TZVPD) results for a single C3H6N2O2S molecule.

Cartesian coordinates (Å):
C 0.8865 0.8245 -0.3951
N 0.3722 0.1975 0.7774
N 0.6240 -1.1308 1.0632
O -0.3823 -2.0054 0.3005
C -1.3917 -1.2257 0.0265
O -2.5165 -1.7892 -0.3856
C -1.2841 0.0168 0.4204
S -2.2984 1.4087 0.2553
H 0.1645 1.7339 -0.4921
H 1.9650 1.1344 -0.1101
H 1.0210 0.2714 -1.2506
H 1.5870 -1.4169 0.6038
H -2.4464 -2.7049 -0.7890
H -2.3628 1.5136 -1.1740

Calculated values
* SMILES: CN1NOC(O)=C1S
* highest occupied orbital energy: -8.146 eV

For each atom in turn, the Mulliken charge in e is: atom 1 (C): -0.8202, atom 2 (N): -0.1024, atom 3 (N): -0.2590, atom 4 (O): -0.3201, atom 5 (C): 0.6597, atom 6 (O): -0.4795, atom 7 (C): -0.1533, atom 8 (S): -0.2215, atom 9 (H): 0.3154, atom 10 (H): 0.2877, atom 11 (H): 0.3185, atom 12 (H): 0.2768, atom 13 (H): 0.3556, atom 14 (H): 0.1423


x | DFT (ωB97M-V/def2-TZVPD) results for a single C3H6N2O2S molecule.

Cartesian coordinates (Å):
H 2.4409 -1.9338 -0.7892
N 2.1754 -0.9703 -0.6875
C 0.9188 -0.8340 -0.6828
N -0.0533 -1.8065 -0.8408
S -1.7294 -1.6030 -0.7199
O 0.4039 0.4472 -0.5933
C -0.0617 0.8258 0.6345
C -0.5046 2.2674 0.5898
O -0.0988 0.0953 1.5747
H 0.2718 -2.7623 -0.8383
H -1.8705 -1.5733 0.6204
H 0.3190 2.9105 0.2310
H -1.3628 2.3707 -0.0964
H -0.8486 2.5662 1.5978

Calculated values
* SMILES: [H]/N=C(\NS)OC(C)=O
* highest occupied orbital energy: -9.740 eV

For each atom in turn, the Mulliken charge in e is: atom 1 (H): 0.2125, atom 2 (N): -0.6629, atom 3 (C): 0.8270, atom 4 (N): -0.2756, atom 5 (S): -0.1628, atom 6 (O): -0.3676, atom 7 (C): 0.7137, atom 8 (C): -1.0602, atom 9 (O): -0.5084, atom 10 (H): 0.2327, atom 11 (H): 0.1664, atom 12 (H): 0.2993, atom 13 (H): 0.2640, atom 14 (H): 0.3220


Stability order, top to bottom: x, w


w | DFT (ωB97M-V/def2-TZVPD) results for a single C3H6N2O2S molecule.

Cartesian coordinates (Å):
N 2.6289 -0.3156 0.3593
C 2.2457 0.8350 -0.2593
N 1.0763 1.2193 -0.5723
O 0.1349 0.1970 -0.2251
C -1.1279 0.5137 -0.0808
S -1.7869 1.9814 0.1663
C -1.8399 -0.8158 -0.0024
O -3.1918 -0.6638 -0.3365
H 3.6146 -0.6548 0.3553
H 1.9330 -1.0520 0.4668
H 3.0480 1.5437 -0.4698
H -1.4094 -1.5133 -0.6912
H -1.8004 -1.2783 0.9939
H -3.5253 0.0033 0.2958

Calculated values
* SMILES: N/C=N\OC(=S)CO
* highest occupied orbital energy: -8.794 eV

For each atom in turn, the Mulliken charge in e is: atom 1 (N): -0.3846, atom 2 (C): 0.0820, atom 3 (N): -0.5728, atom 4 (O): -0.0872, atom 5 (C): 0.4125, atom 6 (S): -0.3017, atom 7 (C): -0.3633, atom 8 (O): -0.5027, atom 9 (H): 0.2476, atom 10 (H): 0.2403, atom 11 (H): 0.3844, atom 12 (H): 0.3019, atom 13 (H): 0.2370, atom 14 (H): 0.3063


x | DFT (ωB97M-V/def2-TZVPD) results for a molecular structure, C3H6N2O2S.

Cartesian coordinates (Å):
C -1.0100 1.8301 0.0392
C -0.2533 0.8009 -0.8668
C 0.1564 -0.9975 0.5710
N -2.0527 1.3147 0.5928
N -0.6609 -0.4989 -0.4702
O -3.1283 -0.1069 -1.1527
O -2.6507 -1.1198 1.0350
S -2.2936 -0.2206 0.0032
H -0.7360 2.8436 0.2521
H -0.7619 0.9857 -1.8245
H 0.7411 0.9923 -1.0156
H -0.3921 -1.8964 1.0513
H 1.2558 -1.1490 0.1738
H 0.2424 -0.2162 1.3955

Calculated values
* highest occupied orbital energy: -10.436 eV

For each atom in turn, the Mulliken charge in e is: atom 1 (C): 0.0382, atom 2 (C): -0.7209, atom 3 (C): -0.7207, atom 4 (N): -0.4274, atom 5 (N): -0.1511, atom 6 (O): -0.5825, atom 7 (O): -0.5843, atom 8 (S): 1.1087, atom 9 (H): 0.4314, atom 10 (H): 0.3091, atom 11 (H): 0.4357, atom 12 (H): 0.2671, atom 13 (H): 0.2794, atom 14 (H): 0.3172


Stability order, top to bottom: x, w


w | DFT (ωB97M-V/def2-TZVPD) results for a single C3H6N2O2S molecule.

Cartesian coordinates (Å):
H -0.7126 -0.6824 3.0421
N -0.2070 -1.0292 2.1670
C -0.7295 -0.4657 1.1030
N -1.6524 0.6297 1.0569
S -1.7310 1.5235 -0.2235
O -0.3637 -0.8029 -0.1886
C 0.8545 -0.1123 -0.4876
C 1.4790 -0.8057 -1.8230
O 1.0094 0.9159 0.1172
H -2.0908 0.9647 1.8604
H -0.7316 2.3482 -0.1201
H 1.6644 -1.9058 -1.8106
H 0.8252 -0.4370 -2.6186
H 2.3861 -0.1410 -2.0746

Calculated values
* SMILES: [H]/N=C(\NS)OC(C)=O
* highest occupied orbital energy: -9.323 eV

For each atom in turn, the Mulliken charge in e is: atom 1 (H): 0.2259, atom 2 (N): -0.6741, atom 3 (C): 0.8063, atom 4 (N): -0.1878, atom 5 (S): -0.2090, atom 6 (O): -0.3717, atom 7 (C): 0.6678, atom 8 (C): -0.9958, atom 9 (O): -0.5083, atom 10 (H): 0.2034, atom 11 (H): 0.1321, atom 12 (H): 0.3030, atom 13 (H): 0.2812, atom 14 (H): 0.3270


x | DFT (ωB97M-V/def2-TZVPD) results for a single C3H6N2O2S molecule.

Cartesian coordinates (Å):
C -2.3147 0.9167 0.4572
C -2.0699 -0.1165 -0.1259
C -1.5457 -1.2088 -0.9119
N 1.6137 1.1756 1.2105
N 1.6819 0.9072 -0.1375
O 2.5814 -1.4428 0.1653
O 0.0083 -0.9556 -1.0060
S 1.8787 -0.7080 -0.8214
H -2.6508 1.8828 0.8027
H -2.1187 -1.1178 -1.7980
H -1.4767 -2.1781 -0.4572
H 2.6201 1.2034 1.6031
H 0.9794 0.4370 1.5976
H 0.8130 1.2050 -0.5787

Calculated values
* highest occupied orbital energy: -9.374 eV

For each atom in turn, the Mulliken charge in e is: atom 1 (C): 0.0013, atom 2 (C): -0.2397, atom 3 (C): -0.4794, atom 4 (N): -0.4453, atom 5 (N): -0.3026, atom 6 (O): -0.4297, atom 7 (O): -0.5701, atom 8 (S): 0.7073, atom 9 (H): 0.3736, atom 10 (H): 0.2548, atom 11 (H): 0.2792, atom 12 (H): 0.2680, atom 13 (H): 0.2522, atom 14 (H): 0.3304


Stability order, top to bottom: w, x


w | DFT (ωB97M-V/def2-TZVPD) results for a molecular structure, C3H6N2O2S.

Cartesian coordinates (Å):
C -2.6920 -0.1649 0.1723
C -1.3444 0.2689 0.1551
C 1.1663 -0.6058 -0.0087
H -3.1361 0.1337 -0.9061
H -3.3407 0.4410 1.3257
H -2.6892 -1.4383 0.5556
H 1.0750 -2.4001 0.9037
H 2.5174 0.6745 0.7455
H 0.1863 1.7134 0.0825
N 1.5974 -1.5781 0.8103
N 1.8119 0.6314 0.0269
O -0.8172 1.4234 0.5716
O 1.2170 1.7581 -0.4634
S -0.2784 -0.9336 -0.7090

Calculated values
* highest occupied orbital energy: -8.044 eV

For each atom in turn, the Mulliken charge in e is: atom 1 (C): -0.9208, atom 2 (C): 0.5919, atom 3 (C): 0.6916, atom 4 (H): 0.2840, atom 5 (H): 0.3120, atom 6 (H): 0.3208, atom 7 (H): 0.2446, atom 8 (H): 0.2429, atom 9 (H): 0.4397, atom 10 (N): -0.7659, atom 11 (N): -0.1719, atom 12 (O): -0.5319, atom 13 (O): -0.5799, atom 14 (S): -0.1569


x | DFT (ωB97M-V/def2-TZVPD) results for a single C3H6N2O2S molecule.

Cartesian coordinates (Å):
N -0.5925 -1.6183 2.8491
C 0.3023 -1.1199 1.9105
O 1.4021 -1.6302 1.6442
N -0.2701 -0.1298 1.1463
C 0.4278 0.5381 0.0565
C -0.4548 0.7097 -1.1736
O -1.6284 0.4400 -1.1130
S 0.3700 1.3567 -2.6309
H -1.5580 -1.3767 2.7047
H -0.4476 -2.5846 3.0704
H -1.2686 -0.0351 1.0488
H 1.4425 0.0243 -0.0475
H 0.5513 1.5904 0.3319
H 1.5560 1.6661 -1.9915

Calculated values
* SMILES: NC(=O)NCC(=O)S
* highest occupied orbital energy: -9.759 eV

For each atom in turn, the Mulliken charge in e is: atom 1 (N): -0.4620, atom 2 (C): 0.5638, atom 3 (O): -0.6250, atom 4 (N): -0.2404, atom 5 (C): -0.8505, atom 6 (C): 0.7355, atom 7 (O): -0.5242, atom 8 (S): -0.2066, atom 9 (H): 0.2212, atom 10 (H): 0.2500, atom 11 (H): 0.2654, atom 12 (H): 0.4150, atom 13 (H): 0.2983, atom 14 (H): 0.1595


y | DFT (ωB97M-V/def2-TZVPD) results for a single C3H6N2O2S molecule.

Cartesian coordinates (Å):
C -1.9897 -0.2954 0.2988
C -1.4315 0.3895 1.4179
C 0.0454 0.2341 -1.1996
N 2.2931 0.2646 0.2116
N -1.3811 -0.0450 -0.9702
O -2.9050 -1.0618 0.4197
O 3.4051 -0.5429 0.5173
S 1.1532 -0.7904 -0.1318
H -0.7003 1.1813 1.3736
H -1.5911 -0.1677 2.2957
H 0.2161 0.0025 -2.1796
H 0.4948 1.2609 -1.0150
H -1.6971 -0.6890 -1.6517
H 4.0881 0.2593 0.6133

Calculated values
* highest occupied orbital energy (spin up / spin down): -9.403 / -8.134 eV

For each atom in turn, the Mulliken charge in e is: atom 1 (C): 0.6248, atom 2 (C): -0.8281, atom 3 (C): -0.6029, atom 4 (N): -0.1600, atom 5 (N): -0.2609, atom 6 (O): -0.5498, atom 7 (O): -0.3933, atom 8 (S): 0.1023, atom 9 (H): 0.4013, atom 10 (H): 0.3054, atom 11 (H): 0.4555, atom 12 (H): 0.2706, atom 13 (H): 0.2586, atom 14 (H): 0.3767


Stability order, top to bottom: x, y, w